Entry 1:
The following is a DFT calculation (wB97M-V/def2-TZVPD) of a molecular structure, C26H36N4OReS.

```
69
C26H36N4OReS | OMol25 | wB97M-V/def2-TZVPD
Re -0.658 1.283 -0.021
O -0.897 0.204 1.953
C 0.196 -0.534 2.635
C -0.336 -1.633 3.527
C -1.160 -2.718 2.819
C -0.431 -3.333 1.652
C 0.244 -4.542 1.757
C 0.896 -5.042 0.640
C 0.858 -4.316 -0.540
C 0.171 -3.112 -0.547
N -0.460 -2.624 0.519
H -1.737 -0.171 2.246
H 0.733 0.206 3.228
H 0.833 -0.912 1.843
H -0.907 -1.204 4.356
H 0.546 -2.095 3.980
H -2.108 -2.308 2.452
H -1.430 -3.477 3.552
H 0.242 -5.089 2.691
H 1.418 -5.988 0.689
H 1.345 -4.674 -1.436
H 0.122 -2.507 -1.448
N 0.454 2.714 1.179
C 0.049 4.154 1.209
C -1.386 4.351 1.663
C -2.438 3.892 0.667
N -2.535 2.401 0.614
H 0.448 2.367 2.139
H 1.426 2.642 0.880
H 0.178 4.554 0.207
H 0.730 4.685 1.874
H -1.529 5.420 1.826
H -1.552 3.882 2.640
H -2.194 4.237 -0.338
H -3.412 4.301 0.938
H -3.269 2.156 -0.049
H -2.882 2.088 1.520
S -1.315 2.706 -4.210
C -0.102 3.719 -3.566
C 0.208 3.418 -2.273
C -0.563 2.333 -1.759
C -1.425 1.854 -2.732
C -2.217 0.669 -2.467
C -3.125 0.079 -3.333
C -3.806 -1.055 -2.929
C -3.571 -1.584 -1.666
C -2.655 -0.962 -0.848
N -1.987 0.140 -1.233
H 0.331 4.490 -4.185
H 0.987 3.942 -1.739
H -3.289 0.510 -4.311
H -4.515 -1.526 -3.596
H -4.078 -2.474 -1.322
H -2.384 -1.363 0.116
C 4.516 0.221 -0.807
C 3.419 -0.852 -0.743
C 3.393 -1.653 -2.056
C 3.666 -1.792 0.448
C 2.120 -0.200 -0.559
C 1.030 0.329 -0.365
H 5.483 -0.262 -0.947
H 4.557 0.798 0.119
H 4.350 0.903 -1.641
H 4.362 -2.132 -2.201
H 3.200 -1.004 -2.910
H 2.629 -2.430 -2.025
H 4.623 -2.298 0.317
H 2.885 -2.550 0.517
H 3.704 -1.235 1.386
```

## Properties
frontier orbital gap (spin up / spin down) = 8.18 / 6.83 eV
HOMO energy (spin up / spin down) = -13.770 / -14.014 eV
spin multiplicity = 4
expectation value of S² = 3.80
total energy = -1782.54167 Eh
LUMO energy (spin up / spin down) = -0.2056 / -0.2639 Ha
total charge = +2

---

Entry 2:
The following is a DFT calculation (wB97M-V/def2-TZVPD) of a molecular structure, C26H36NOSiZn at a distorted geometry.

```
66
C26H36NOSiZn | OMol25 | wB97M-V/def2-TZVPD
C 3.214 0.114 0.233
C 2.796 -0.856 -0.721
C 1.825 -0.258 -1.554
H 3.137 -1.884 -0.791
C 1.596 1.068 -1.105
C 2.491 1.311 -0.025
H 0.865 1.776 -1.504
C -1.237 -1.864 1.193
C -0.300 -2.715 0.606
C -0.405 -2.621 -0.814
H 0.404 -3.376 1.118
C -1.406 -1.695 -1.121
C -1.949 -1.163 0.131
H 1.339 -0.745 -2.398
H 2.563 2.256 0.519
H 3.936 -0.039 1.025
H -2.979 -0.792 0.237
H 0.158 -3.191 -1.556
H -1.491 -1.770 2.245
Zn -1.133 0.737 0.240
C -1.965 -1.309 -2.457
C -3.474 -1.586 -2.409
C -1.351 -2.146 -3.595
H -3.626 -2.659 -2.219
H -3.947 -1.313 -3.352
H -3.968 -1.025 -1.608
H -1.550 -3.213 -3.407
H -0.262 -2.005 -3.687
H -1.820 -1.871 -4.548
C -1.608 0.193 -2.633
C -2.328 0.866 -3.800
H -0.516 0.297 -2.760
H -1.894 0.789 -1.719
O -3.533 0.714 -3.978
N -1.584 1.696 -4.616
C -0.453 2.509 -4.149
H -2.155 2.135 -5.333
C 0.870 1.867 -4.461
C 2.034 2.491 -4.000
H 1.942 3.427 -3.439
C 3.280 1.911 -4.229
H 4.178 2.399 -3.852
C 3.370 0.708 -4.940
H 4.345 0.253 -5.115
C 2.211 0.095 -5.423
H 2.264 -0.839 -5.984
C 0.957 0.683 -5.195
H 0.043 0.232 -5.595
H -0.535 2.698 -3.063
H -0.517 3.489 -4.648
C -2.823 2.889 3.393
Si -1.161 2.008 3.362
C -0.015 2.884 4.583
C -1.357 0.260 4.022
C -0.521 1.996 1.598
H -3.064 3.242 4.408
H -3.635 2.222 3.073
H -2.814 3.765 2.732
H -0.456 2.829 5.591
H 0.971 2.398 4.612
H 0.121 3.945 4.321
H -2.285 -0.206 3.671
H -0.508 -0.359 3.710
H -1.380 0.274 5.127
H -0.686 2.980 1.115
H 0.574 1.844 1.636
```

## Properties
frontier orbital gap = 5.48 eV
HOMO energy = -3.137 eV
total energy = -3211.14159 Eh
LUMO energy = 0.0860 Ha
total charge = -1